The following is a quantum chemistry calculation of an isolated ion of composition C6H12N3O and charge +1 in a non-equilibrium geometry, from the Open Molecules 2025 dataset.

Values from the calculation:
- Molecular weight: 142.18 g mol⁻¹
- Largest force on an atom: 0.0702 Eh/bohr
- LUMO: -3.0 eV
- Electronic energy: -474.9854 Eh
- Orbital gap: 10.04 eV
- Total charge: +1
- ΔE to the lowest compared entry with this formula, charge and spin: 434.7 kJ/mol
- Structure (SMILES): C[C@H]([NH3+])[C@@H](N)c1ccon1

CARTESIAN COORDINATES (ANGSTROEM)
C (-1.46400, 0.45749, 0.37670)
H (0.12219, 0.78720, 2.91503)
C (-1.83197, -0.99276, 0.24694)
N (0.38297, 0.13555, 2.13932)
O (1.89600, -0.61476, -2.24475)
H (-1.49026, 2.26713, -0.88501)
H (0.08759, 1.69732, 0.69514)
N (0.83254, 0.01642, -1.65721)
H (-2.04667, 1.12394, 1.18891)
C (2.79296, -0.89177, -1.32297)
H (-2.77935, -1.03631, -0.10325)
H (-1.85559, -1.44274, 1.33027)
H (2.80130, -0.82286, 0.79516)
C (0.98941, -0.09372, -0.34500)
H (-2.13831, 0.92556, -1.57971)
N (-1.38616, 1.25828, -0.92571)
H (-0.42227, 0.96360, -1.54034)
H (-1.19298, -1.58970, -0.49708)
C (0.06375, 0.56178, 0.84947)
H (0.67667, -0.82638, 2.33972)
H (3.69184, -1.23786, -1.70271)
C (2.27034, -0.64542, -0.07294)

Atomic forces in eV per Å
1.84 1.56 2.16
0.60 -1.39 -1.09
2.03 -0.81 1.46
0.16 0.52 1.07
-0.40 1.40 -0.87
0.10 0.09 0.49
1.33 -1.22 0.83
-0.94 -0.64 1.32
0.81 -1.85 -2.05
-2.08 0.23 1.84
-3.29 -0.59 -1.04
0.34 0.71 -2.20
0.54 -0.11 1.76
0.85 1.04 1.94
0.61 0.46 0.74
-0.16 -2.08 -2.62
-1.81 0.44 1.10
-0.59 0.96 1.40
-0.94 1.21 -3.27
-0.50 0.96 -0.09
1.55 -0.79 -0.39
-0.06 -0.08 -2.51


The following is a quantum chemistry calculation of the molecule C5H5NO3 in a non-equilibrium geometry, from the Open Molecules 2025 dataset.

Values from the calculation:
- Molecular weight: 127.10 g mol⁻¹
- Largest force on an atom: 0.1923 Eh/bohr
- LUMO: -0.4 eV
- Electronic energy: -473.8418 Eh
- Orbital gap: 9.74 eV
- Total charge: 0
- ΔE to the lowest compared entry with this formula, charge and spin: 385.7 kJ/mol
- Structure (SMILES): COC(=O)C#CC(N)=O

CARTESIAN COORDINATES (ANGSTROEM)
O (-3.30191, -1.43093, -0.04601)
C (-1.46473, -0.12036, -0.08114)
O (1.81870, -0.81008, -0.13715)
C (1.20109, 0.25498, -0.11799)
H (-3.20157, 1.93890, 0.10606)
H (3.45161, -1.73781, -0.07828)
C (3.32352, -0.72893, 0.03830)
C (-2.86476, -0.39015, -0.05391)
C (-0.20209, 0.15001, -0.14540)
H (-4.52960, 0.96945, 0.01859)
H (3.73359, -0.10288, -0.56558)
H (3.82472, -0.28078, 1.14288)
N (-3.54537, 0.86497, 0.00802)
O (1.75680, 1.42361, -0.08838)

Atomic forces in eV per Å
-3.61 -6.76 -0.10
9.69 1.86 -0.58
3.83 -3.41 0.84
1.02 8.81 0.03
0.15 -4.16 -0.41
1.48 -2.20 -0.28
-2.66 -0.81 6.75
1.60 8.89 0.43
-9.25 -2.09 0.41
-1.08 -1.03 -0.02
2.18 3.55 -4.53
-2.39 -1.57 -2.78
0.88 2.95 0.23
-1.86 -4.02 0.02


The following is a quantum chemistry calculation of C22H64CuO20 as an isolated structure in a non-equilibrium geometry, from the Open Molecules 2025 dataset.

Values from the calculation:
- Molecular weight: 712.28 g mol⁻¹
- Largest force on an atom: 0.0613 Eh/bohr
- LUMO (alpha / beta): -2.3 / -5.7 eV
- Electronic energy: -4021.3491 Eh
- Orbital gap (alpha / beta): 9.16 / 5.79 eV
- Total charge: +1
- 2S+1: 3

CARTESIAN COORDINATES (ANGSTROEM)
O (17.12167, 16.78815, 13.85377)
O (22.00921, 20.58720, 15.32554)
C (20.68285, 18.18387, 6.56459)
C (18.82763, 22.05264, 14.63336)
H (20.62592, 20.35390, 11.51779)
H (24.02558, 24.69409, 12.03687)
O (24.14084, 17.20240, 10.49696)
H (19.71272, 17.86272, 4.90414)
H (21.19111, 17.13645, 8.31760)
C (23.99707, 15.80457, 12.46631)
H (20.81613, 17.67114, 14.38462)
C (19.24355, 18.93693, 10.72166)
H (21.88456, 20.16585, 13.34386)
O (22.70422, 17.99431, 14.87335)
H (22.25431, 24.84055, 11.88998)
H (21.55614, 17.91979, 5.96816)
H (19.00517, 21.96732, 7.21435)
H (17.78543, 14.94294, 14.17303)
H (15.82321, 17.78700, 8.80661)
C (15.31069, 20.00906, 14.67380)
C (20.46228, 17.03863, 7.51303)
C (18.96878, 22.80596, 9.20206)
H (23.84822, 23.76070, 13.82555)
C (19.63836, 22.03498, 8.09899)
H (19.48577, 17.11662, 7.99100)
O (23.69481, 19.77328, 10.10073)
H (19.26101, 18.08540, 10.04146)
H (22.13945, 22.37191, 11.46481)
H (15.22918, 19.35665, 16.78216)
H (23.22406, 21.22133, 13.86170)
H (25.88267, 17.90799, 8.36198)
H (19.24057, 22.09080, 12.57009)
H (19.72862, 21.00215, 8.43548)
H (25.19681, 14.57769, 13.16786)
O (15.99377, 19.70118, 13.44018)
H (19.54623, 22.96505, 10.11275)
C (23.45230, 19.04579, 14.28874)
O (24.21098, 22.25206, 11.07192)
C (15.51085, 17.30999, 9.73558)
C (14.91104, 18.32886, 10.77031)
H (25.78114, 20.05444, 7.45252)
H (15.01909, 17.96379, 11.79166)
O (22.97715, 23.63109, 13.44339)
H (16.52595, 19.47877, 10.90744)
H (18.88552, 19.77296, 10.12085)
H (22.82542, 23.26151, 10.12958)
H (16.29633, 16.34205, 14.05729)
O (17.02550, 18.81249, 15.91101)
C (23.00540, 22.96036, 11.16157)
H (24.07033, 21.37196, 10.71521)
H (24.79860, 16.68756, 10.02378)
C (15.58619, 19.00804, 15.81309)
O (18.25010, 18.89557, 11.66731)
H (23.17489, 15.32558, 12.99800)
H (19.13478, 22.65857, 15.48578)
H (21.06424, 20.58196, 15.15640)
H (15.09972, 18.09144, 15.47948)
C (23.97725, 19.89829, 8.71824)
H (15.65942, 20.98955, 14.99804)
H (20.58787, 22.60708, 13.55876)
H (21.30808, 22.15684, 7.00604)
H (22.31881, 16.82611, 11.49080)
H (24.10592, 18.76422, 13.46314)
O (16.63178, 16.71442, 10.32304)
H (21.09231, 18.68830, 11.89625)
Cu (18.13367, 18.93121, 13.87335)
H (23.05809, 15.55359, 10.48296)
H (20.58978, 15.07840, 7.37544)
H (23.56845, 19.15974, 8.02866)
C (23.25677, 16.36039, 11.18844)
C (25.55077, 19.86718, 8.50131)
C (19.52927, 16.27462, 13.85198)
H (15.50681, 19.83332, 12.62348)
O (26.13038, 18.62506, 8.95023)
H (18.03012, 16.09232, 15.40894)
H (24.37460, 16.61381, 13.09138)
C (23.07668, 24.16518, 12.12595)
H (23.56894, 20.86635, 8.42799)
O (25.01505, 14.90636, 12.28438)
C (22.64343, 20.33245, 14.10837)
C (18.12336, 15.96726, 14.33016)
H (14.25554, 19.98432, 14.40152)
H (17.76531, 22.05277, 14.38932)
H (14.92125, 16.42787, 9.48592)
H (17.18332, 18.67666, 16.84816)
O (19.86516, 17.62842, 14.26043)
H (20.90835, 19.12175, 7.07217)
H (20.31568, 15.57469, 14.13440)
C (20.63612, 19.33047, 11.14285)
C (19.50625, 22.68189, 13.44652)
H (17.25684, 17.35191, 10.67589)
H (22.44333, 18.32521, 15.73593)
H (19.15404, 23.70699, 13.33151)
H (19.59575, 16.19578, 12.76687)
O (19.07655, 20.72071, 14.79246)
H (24.01881, 19.35988, 15.16538)
H (18.10853, 22.25638, 9.58422)
H (21.32526, 19.31556, 10.29848)
O (20.56573, 15.83074, 6.77961)
H (26.07452, 20.63764, 9.06715)
H (23.92965, 18.87787, 10.35507)
O (15.59213, 19.53557, 10.69212)
H (13.84219, 18.51605, 10.66723)
O (18.58591, 24.02637, 8.79447)
O (19.63664, 18.42988, 5.67495)
O (20.95195, 22.52413, 7.81836)
H (19.37827, 24.56740, 8.76199)

Atomic forces in eV per Å
-0.49 1.55 -1.63
-0.67 0.06 1.03
0.75 -0.21 -0.61
-0.81 -0.03 0.70
0.10 0.04 0.14
-0.06 0.08 -0.32
-0.26 1.17 -0.28
0.00 -0.14 0.08
0.44 -0.26 0.09
-2.66 1.14 0.05
0.95 0.52 0.10
0.22 0.54 -0.65
-0.02 0.22 -0.29
-1.14 -1.07 -1.14
-0.10 0.06 0.26
0.46 0.04 0.15
-0.08 0.51 -0.09
0.80 -0.35 -0.43
-0.43 0.48 -0.07
-0.08 0.25 -0.43
-0.39 0.15 0.27
0.55 -1.46 0.93
-0.11 -0.16 0.33
0.68 -1.42 0.18
-0.31 0.04 -0.07
-0.68 0.26 -0.75
-0.05 -0.54 0.22
-0.02 -0.41 0.25
-0.34 0.06 -0.30
0.39 -0.39 -0.40
-0.03 0.13 -0.33
-0.06 0.22 -0.28
0.07 -0.38 0.17
0.40 -0.28 -0.12
1.53 -0.71 1.95
0.93 -0.69 0.07
0.75 1.95 1.88
0.67 0.42 1.27
-0.17 0.14 1.02
-0.07 -1.49 -0.77
-0.05 -0.12 -0.21
0.12 -0.80 0.00
-0.01 0.48 0.31
0.47 -0.59 0.14
0.13 0.32 -0.73
-0.65 0.66 -0.05
-0.23 0.34 -0.23
-0.81 0.22 -0.05
0.11 0.97 -1.06
-0.24 -0.53 0.03
0.10 -0.01 0.19
0.57 0.07 -1.76
-0.63 -0.23 2.37
-0.23 -0.13 0.52
-0.28 -0.29 0.44
-0.16 0.02 0.39
0.11 -0.37 0.54
2.29 0.82 0.00
-0.34 0.21 -0.04
0.05 0.41 0.09
-0.29 -0.07 -0.10
0.30 0.44 -0.15
-0.42 -0.27 0.05
1.09 -0.98 0.36
-0.27 -0.16 0.15
-0.06 -0.28 -1.65
-0.55 -0.47 0.40
-0.10 0.00 0.05
-0.46 -0.49 0.44
2.29 -1.87 0.76
-0.86 -0.33 0.11
-0.22 0.50 -0.85
-0.41 0.25 -0.49
-0.30 0.52 0.01
0.93 -0.17 0.50
-0.36 0.49 -0.16
0.34 -1.49 -0.81
0.15 0.10 -0.19
0.85 -0.91 -0.96
-0.24 -0.72 -1.24
0.38 -1.66 2.00
-0.16 0.37 0.66
-0.48 0.65 0.23
-0.70 0.45 0.06
0.61 -0.05 -0.03
-1.30 -0.73 -0.23
-0.13 -0.03 0.32
-0.38 -0.09 0.90
0.32 0.24 0.21
0.62 -0.73 -1.36
-0.02 0.39 0.16
-0.03 0.11 0.20
0.16 -0.10 0.10
-0.42 0.38 -0.34
0.74 -0.32 -0.17
1.31 0.05 -0.42
-0.36 -0.20 -0.44
-0.13 0.06 -0.13
0.23 0.11 -0.03
-0.33 0.00 0.20
0.35 -0.68 0.28
-0.36 2.00 -0.06
0.05 0.20 -0.52
-1.09 2.82 -0.90
-0.92 0.32 -0.19
-0.29 0.55 0.42
-0.07 0.28 -0.24


The following is a quantum chemistry calculation of the molecule C10H13NO4 in a non-equilibrium geometry, from the Open Molecules 2025 dataset.

Values from the calculation:
- Molecular weight: 211.22 g mol⁻¹
- Largest force on an atom: 0.1159 Eh/bohr
- LUMO: 0.6 eV
- Electronic energy: -744.5157 Eh
- Orbital gap: 10.58 eV
- Total charge: 0
- ΔE to the lowest compared entry with this formula, charge and spin: 133.5 kJ/mol
- Structure (SMILES): C[C@@]12C(=O)N(O)C(=O)[C@]1(C)[C@H]1CC[C@@H]2O1

CARTESIAN COORDINATES (ANGSTROEM)
C (-1.43114, 1.53161, -1.15771)
O (2.76702, -0.61485, 2.84479)
C (1.82349, 0.49872, 0.87391)
H (-0.80406, -1.73638, -1.47605)
H (0.41574, -2.60318, -0.63426)
C (-0.27127, 1.61523, -0.15268)
C (-2.33685, 0.46792, -0.48946)
H (-1.13222, 1.35121, -2.18020)
N (1.72775, -0.40318, 1.87220)
H (-1.94557, 2.47729, -1.19417)
O (2.77427, 1.26899, 0.87706)
H (3.49532, 0.04104, 2.75036)
C (-0.47977, -2.01629, -0.49586)
H (-2.63347, -0.38624, -1.09983)
C (0.69578, 0.40703, -0.19089)
C (-1.46262, 0.06548, 0.72199)
H (-2.07088, -0.42949, 1.53749)
H (0.34420, 2.51324, -0.20890)
H (1.87707, 0.94549, -1.89719)
H (-3.27269, 0.95106, -0.18888)
O (-0.89973, 1.32941, 1.08271)
H (-1.24171, -2.60489, -0.00911)
C (1.22873, 0.11892, -1.59978)
C (-0.18778, -0.74811, 0.37819)
H (0.47211, 0.00059, -2.33971)
C (0.56563, -1.11773, 1.66306)
H (1.79726, -0.84736, -1.65494)
O (0.18542, -2.07553, 2.36788)

Atomic forces in eV per Å
0.17 -0.24 0.10
-1.85 -0.51 -0.73
2.25 2.59 -0.88
-0.37 0.32 -0.52
0.24 -0.30 0.17
1.03 -0.60 -0.13
0.30 -0.34 -0.26
0.16 -0.38 -0.18
0.06 -0.09 -0.21
-0.11 0.45 0.18
-0.62 -0.10 -0.62
-1.13 0.18 -0.94
0.72 1.10 1.06
0.25 0.08 -0.18
-0.14 -1.45 -1.04
-1.16 -0.52 0.96
0.86 0.89 -0.61
-0.52 0.34 0.54
0.13 -0.17 -0.13
0.28 -0.24 0.39
-0.55 0.68 1.08
-0.13 -0.26 0.15
1.70 -0.55 0.76
0.13 0.48 -0.42
-0.85 0.15 -0.31
-1.67 -4.93 2.91
-0.18 0.95 0.25
0.99 2.49 -1.40